Record 1
The following is a quantum chemistry calculation of C6H7N5OS in the gas phase, from the OMol25 dataset.

Results
E_tot: -979.91465 a.u.
orbital gap: 7.44 eV
energy above the lowest of the compared OMol25 structures with the same formula, charge and spin: 1.143 eV
largest force on an atom: 3.59 eV Å⁻¹
molar mass: 197.22 g mol⁻¹
E_LUMO: -1.7 eV
charge: 0
HOMO energy: -0.33774 hartree
2S+1: 1
SMILES: CCSCc1nnc(OC#N)nn1

Each line ends with the Löwdin charge.
Geometry (Å):
C  -1.14184  -1.65456  -0.84870  -0.149
C  -0.10634  -2.00591  -1.90031  -0.545
S  1.60825  -1.60268  -1.51932  0.869
C  1.63096  0.19517  -1.35892  -0.419
C  1.09868  0.73590  -0.05271  -0.400
N  0.64550  1.97763  -0.09895  0.138
N  0.14026  2.47858  1.01363  0.171
C  0.15769  1.68509  2.04033  -0.392
O  -0.37678  2.21291  3.21750  0.105
C  -1.63872  1.99696  3.25796  -0.339
N  -2.79565  1.81851  3.25976  0.178
N  0.64899  0.48506  2.13963  0.177
N  1.14588  -0.02441  1.02891  0.131
H  -1.03892  -2.26073  0.03394  0.072
H  -1.11442  -0.62413  -0.53839  0.048
H  -2.11436  -1.87920  -1.25350  0.072
H  -0.09823  -3.07549  -2.01346  0.061
H  -0.42543  -1.60497  -2.84946  0.069
H  2.67078  0.45853  -1.40224  0.073
H  1.10370  0.68773  -2.15569  0.082

Atomic forces in eV per Å
0.17 -0.33 -0.04
-0.25 0.43 0.40
0.23 -0.12 -0.13
-0.58 -0.59 0.72
0.27 -0.36 -0.77
-0.48 0.73 0.48
0.20 0.32 -1.08
0.05 0.32 0.65
0.82 -0.02 -0.13
-3.57 -0.31 0.20
2.30 0.32 0.10
0.50 -0.91 -0.36
-0.15 0.01 0.95
0.25 -0.23 0.46
-0.08 0.49 -0.05
-0.53 0.11 -0.16
0.17 -0.54 -0.13
0.20 0.30 -0.45
0.59 0.19 -0.22
-0.11 0.20 -0.44

Record 2
The following is a quantum chemistry calculation of C6H7NO in the gas phase, from the OMol25 dataset.

Results
E_tot: -362.62944 a.u.
orbital gap: 10.39 eV
energy above the lowest of the compared OMol25 structures with the same formula, charge and spin: 5.008 eV
largest force on an atom: 4.41 eV Å⁻¹
molar mass: 109.13 g mol⁻¹
E_LUMO: 0.9 eV
charge: 0
HOMO energy: -0.35009 hartree
2S+1: 1
SMILES: O=C1CC=C[C@H]2N[C@H]12

Each line ends with the Löwdin charge.
Geometry (Å):
O  -2.02119  -1.85540  0.08409  0.078
C  -1.08285  -1.12434  -0.18310  -0.278
C  0.30648  -1.23502  0.86358  -0.063
C  1.08654  0.12708  1.11786  -0.111
C  0.87027  1.20639  0.41073  -0.080
C  -0.35254  1.08131  -0.50350  -0.249
N  -0.37575  1.06942  -2.05712  0.101
C  -0.51393  -0.19713  -1.18443  -0.242
H  -0.05269  -1.63246  1.92292  0.131
H  0.98838  -2.09777  0.63854  0.104
H  1.69935  0.22986  1.98975  0.090
H  1.51127  1.98770  0.75002  0.092
H  -1.32001  1.66544  0.07819  0.213
H  -1.19744  1.39350  -2.58110  0.082
H  0.45412  -0.61856  -1.34642  0.131

Atomic forces in eV per Å
1.44 2.26 -1.31
0.23 -3.44 2.76
-1.06 0.03 2.34
-1.42 -2.97 -0.23
-0.96 -0.26 -1.04
-0.97 3.84 0.35
-0.90 -1.15 1.75
0.79 1.14 -0.62
0.12 1.08 -2.10
-0.49 0.96 -0.65
0.63 -0.54 0.23
-0.37 1.45 -0.59
2.44 -2.07 -1.99
-0.08 0.12 1.07
0.58 -0.46 0.04

Record 3
The following is a quantum chemistry calculation of 2 unconnected molecules or ions with the total composition C6H7NO, from the OMol25 dataset.

Results
E_tot: -362.60617 a.u.
orbital gap: 10.02 eV
energy above the lowest of the compared OMol25 structures with the same formula, charge and spin: 5.641 eV
largest force on an atom: 9.78 eV Å⁻¹
molar mass: 109.13 g mol⁻¹
E_LUMO: 0.1 eV
charge: 0
HOMO energy: -0.36521 hartree
2S+1: 1

Each line ends with the Löwdin charge.
Geometry (Å):
C  -0.65485  1.59467  -0.08473  -0.230
C  -0.61263  0.03925  0.03373  -0.316
C  0.51057  -0.54072  -1.02575  -0.136
C  1.53664  -0.40234  -0.00523  -0.219
C  0.49784  -0.69313  1.08136  -0.063
C  -2.09588  -0.31837  0.16018  -0.136
H  -1.95049  2.24318  -0.10131  0.207
H  0.09787  -1.54700  -1.30207  0.147
H  0.52136  0.15595  -1.74587  0.066
H  2.26921  0.33532  0.04656  0.082
H  2.41442  -1.24507  -0.41361  0.177
H  0.46257  0.08063  1.84467  0.093
H  0.12034  -1.77653  1.43821  0.169
N  -3.33672  -0.31512  -0.07179  0.114
O  0.21972  2.38930  0.14567  0.045

Atomic forces in eV per Å
-2.59 2.88 2.29
-0.47 -1.30 0.45
-4.14 -0.38 0.96
3.18 -6.53 -0.93
-2.34 1.36 0.80
-7.36 0.21 -3.17
3.30 -2.45 -0.51
1.16 0.85 0.09
0.30 1.80 -3.57
-0.07 2.33 0.32
-2.27 1.32 1.97
0.74 -0.79 0.98
1.21 2.63 -1.12
9.52 -0.29 2.22
-0.16 -1.62 -0.78

Record 4
The following is a quantum chemistry calculation of C6H7NO in the gas phase, from the OMol25 dataset.

Results
E_tot: -362.75197 a.u.
orbital gap: 9.00 eV
energy above the lowest of the compared OMol25 structures with the same formula, charge and spin: 1.674 eV
largest force on an atom: 3.29 eV Å⁻¹
molar mass: 109.13 g mol⁻¹
E_LUMO: 0.7 eV
charge: 0
HOMO energy: -0.30672 hartree
2S+1: 1
SMILES: Cc1cccc[n+]1[O-]

Each line ends with the Löwdin charge.
Geometry (Å):
C  -1.08922  -1.86470  -0.33475  -0.011
C  -0.27050  -0.60102  -0.03951  -0.221
C  1.10065  -0.59492  0.23051  -0.030
C  1.73972  0.63190  0.40604  -0.071
C  1.00541  1.85945  0.22453  -0.039
C  -0.35038  1.74023  0.03328  -0.010
N  -0.97903  0.52599  -0.11900  -0.227
O  -2.19474  0.51445  -0.49280  -0.080
H  -1.83792  -1.94449  0.41725  0.070
H  -0.35807  -2.75433  -0.28545  0.106
H  -1.62233  -1.87470  -1.24703  0.062
H  1.61396  -1.55231  0.27829  0.112
H  2.84652  0.64161  0.62103  0.116
H  1.52145  2.78719  0.27587  0.093
H  -1.12553  2.48566  0.03175  0.129

Atomic forces in eV per Å
3.02 -0.64 1.13
-0.44 -2.12 -0.70
-0.37 1.13 0.20
0.75 0.44 -0.40
0.09 -2.70 0.53
-0.24 -0.10 0.31
0.97 1.01 -0.59
-0.58 -0.08 0.36
-0.60 -0.28 0.78
-1.30 1.22 -0.05
-0.23 0.35 -1.18
-0.01 0.31 0.06
-1.41 0.15 -0.31
0.01 0.66 0.14
0.35 0.66 -0.29

Record 5
The following is a quantum chemistry calculation of C6H7NO in the gas phase, from the OMol25 dataset.

Results
E_tot: -362.74043 a.u.
orbital gap: 9.57 eV
energy above the lowest of the compared OMol25 structures with the same formula, charge and spin: 1.988 eV
largest force on an atom: 8.83 eV Å⁻¹
molar mass: 109.13 g mol⁻¹
E_LUMO: 0.6 eV
charge: 0
HOMO energy: -0.32956 hartree
2S+1: 1
SMILES: CC(=O)c1ccc[nH]1

Each line ends with the Löwdin charge.
Geometry (Å):
C  2.32144  1.03695  0.15632  0.023
C  1.38630  -0.23755  -0.05539  -0.343
O  1.86883  -1.34600  -0.17614  0.079
C  -0.04888  0.07087  -0.12712  -0.262
C  -0.81734  1.19739  -0.21128  -0.039
C  -2.21054  0.74879  -0.04873  -0.117
C  -2.18888  -0.60862  0.17690  -0.125
N  -0.84981  -1.01723  0.12827  0.064
H  2.36671  1.67336  -0.59290  0.014
H  2.05695  1.64159  1.27502  0.176
H  3.19292  0.82077  0.47900  -0.025
H  -0.51922  2.28475  -0.19039  0.124
H  -3.07550  1.52917  -0.12626  0.125
H  -3.19749  -1.39158  0.29357  0.181
H  -0.47900  -1.91644  0.02897  0.125

Atomic forces in eV per Å
-6.91 -0.92 5.42
1.82 2.32 -0.26
-0.69 0.36 0.28
0.26 -1.10 0.68
-1.46 0.92 0.68
0.11 2.25 -0.32
-2.01 -2.12 -0.29
-2.34 1.83 -0.28
-0.23 3.10 -3.56
-0.24 -1.39 -3.45
6.37 -2.44 1.30
-0.17 -1.64 -0.35
1.57 -2.11 0.36
3.63 2.44 -0.29
0.30 -1.52 0.08

Record 6
The following is a quantum chemistry calculation of a molecular structure, C6H7NO, from the OMol25 dataset.

Results
E_tot: -362.49141 a.u.
orbital gap: 9.51 eV
energy above the lowest of the compared OMol25 structures with the same formula, charge and spin: 8.764 eV
largest force on an atom: 6.75 eV Å⁻¹
molar mass: 109.13 g mol⁻¹
E_LUMO: 0.7 eV
charge: 0
HOMO energy: -0.32428 hartree
2S+1: 1

Each line ends with the Löwdin charge.
Geometry (Å):
C  -2.89460  -0.52928  -0.41382  0.156
C  -1.86091  -0.35840  0.16230  -0.084
C  -0.67112  0.03358  0.76300  -0.382
C  0.84189  1.40078  -0.51034  -0.026
C  0.99809  -0.17929  -0.57926  -0.335
C  0.70693  -0.71351  0.81586  -0.131
H  -3.77798  -0.61074  -1.01593  0.040
H  -0.61235  0.08500  1.94555  0.184
H  0.50048  1.85831  -1.43562  0.110
H  1.69899  1.86682  -0.04203  0.113
H  0.17351  -0.49198  -1.08386  0.094
H  2.06002  -2.24352  -0.74305  0.225
H  1.18201  -0.39446  1.69246  0.098
N  1.89782  -1.10247  -0.08852  0.052
O  -0.24276  1.37918  0.53326  -0.113

Atomic forces in eV per Å
-0.44 -0.02 -0.57
-1.34 -0.37 -0.93
2.55 0.06 6.25
-0.14 -2.46 1.60
2.28 3.87 0.67
0.42 -0.84 -1.59
0.20 -0.14 0.35
-1.98 -0.20 -2.00
0.01 0.00 0.08
0.09 0.34 -0.17
-1.79 -1.31 -2.46
-1.21 4.24 2.31
0.83 0.94 0.78
0.10 -4.79 -2.17
0.41 0.67 -2.14

Record 7
The following is a quantum chemistry calculation of C6H7NO in the gas phase, from the OMol25 dataset.

Results
E_tot: -362.62807 a.u.
orbital gap (alpha / beta): 6.08 / 8.26 eV
energy above the lowest of the compared OMol25 structures with the same formula, charge and spin: 5.045 eV
largest force on an atom: 4.24 eV Å⁻¹
molar mass: 109.13 g mol⁻¹
E_LUMO (alpha / beta): -1.0 / 0.0 eV
charge: 0
HOMO energy (alpha / beta): -0.26053 / -0.30495 hartree
2S+1: 1

Each line ends with the Löwdin charge.
Geometry (Å):
C  -1.22010  1.34879  0.15865  -0.047
C  -1.00550  -1.82132  -0.28056  -0.017
C  1.47363  -0.88884  -0.00002  -0.285
C  0.03761  -0.79197  -0.06552  -0.238
N  -0.05967  0.55771  -0.16613  -0.070
C  1.48052  0.83334  0.01062  -0.155
C  2.19914  1.85812  0.10446  0.163
O  2.28180  -1.69456  0.35450  0.092
H  -2.02871  1.08508  -0.52389  0.088
H  -1.57375  1.19065  1.18217  0.091
H  -0.97433  2.40302  0.02794  0.088
H  -1.48396  -1.72562  -1.26039  0.087
H  -0.55090  -2.80720  -0.19278  0.087
H  -1.78978  -1.73291  0.47655  0.083
H  3.21400  2.18570  0.17439  0.031

Atomic forces in eV per Å
0.16 0.24 -0.03
-0.10 0.24 0.30
-0.57 1.29 1.24
0.86 -0.47 -0.67
1.68 0.82 0.15
-3.02 -2.92 -0.55
0.56 0.99 0.08
0.34 -0.17 -0.56
-0.02 0.03 -0.03
0.11 0.00 0.04
-0.06 -0.10 -0.01
0.08 -0.01 0.01
-0.05 0.03 -0.03
-0.03 -0.08 -0.03
0.06 0.10 0.08

Record 8
The following is a quantum chemistry calculation of 2 unconnected molecules or ions with the total composition C6H7NO2, from the OMol25 dataset.

Results
E_tot: -437.96872 a.u.
orbital gap: 9.38 eV
energy above the lowest of the compared OMol25 structures with the same formula, charge and spin: 2.695 eV
largest force on an atom: 1.53 eV Å⁻¹
molar mass: 125.13 g mol⁻¹
E_LUMO: 0.6 eV
charge: 0
HOMO energy: -0.32398 hartree
2S+1: 1

Each line ends with the Löwdin charge.
Geometry (Å):
C  3.50464  0.73074  -0.33501  0.000
C  0.76982  0.38796  1.09003  -0.012
C  -0.46884  -1.08912  -0.02835  -0.369
C  0.07254  1.02171  -0.09550  -0.416
C  -0.96506  -2.46481  -0.20033  0.009
C  -0.78812  2.23735  0.23721  -0.047
N  -0.68801  -0.05443  -0.70082  0.156
O  3.50969  -0.39006  -0.46957  0.026
O  0.41999  -0.85108  1.06831  0.014
H  0.85287  1.32386  -0.80520  0.128
H  -1.31560  -2.84531  0.75813  0.091
H  -0.15144  -3.10549  -0.54107  0.093
H  -1.76753  -2.48100  -0.92989  0.089
H  -1.49023  1.99052  1.02972  0.079
H  -1.34457  2.53782  -0.64661  0.078
H  -0.15015  3.05135  0.56895  0.079

Atomic forces in eV per Å
0.09 -0.44 -0.07
0.57 1.37 0.38
-0.35 0.57 -0.69
0.09 -0.31 0.17
0.10 -0.13 0.18
0.20 -0.21 0.09
-0.51 -0.54 -0.42
0.02 0.43 0.04
-0.09 -0.79 0.18
0.05 0.02 0.08
-0.03 -0.08 -0.01
0.00 -0.06 0.02
-0.01 0.03 -0.02
-0.09 0.04 0.06
0.00 0.03 -0.03
-0.02 0.08 0.05